(1)
Computed, not measured: a molecular structure, C47H46LuN7O6S4 at a distorted geometry, with the ωB97M-V functional and the def2-TZVPD basis.

```
! wB97M-V def2-TZVPD RIJCOSX def2/J DEFGRID3
* xyz 0 1
Lu 0.281 -2.446 -0.086
C 2.514 -1.903 -2.824
O 2.017 -1.395 -1.567
C 2.822 -0.601 -0.801
C 4.116 -0.305 -1.273
C 4.870 0.650 -0.571
C 4.408 1.200 0.630
C 3.202 0.780 1.113
C 2.348 -0.090 0.486
N 1.039 -0.444 0.903
N 0.553 0.204 1.913
C -0.677 0.031 2.407
C -1.655 -0.847 1.801
O -1.453 -1.596 0.785
C -2.992 -0.829 2.349
C -3.379 0.078 3.267
C -2.465 0.961 3.888
C -2.885 1.745 4.932
C -1.938 2.615 5.574
C -0.624 2.694 5.103
C -0.214 1.888 4.059
C -1.097 0.984 3.435
H 2.711 -1.030 -3.424
H 1.692 -2.525 -3.184
H 3.367 -2.487 -2.718
H 4.542 -0.779 -2.169
H 5.801 1.048 -0.997
H 4.900 1.982 1.177
H 2.844 1.151 2.128
H -3.737 -1.536 2.043
H -4.413 0.081 3.610
H -3.930 1.599 5.328
H -2.226 3.117 6.486
H 0.080 3.433 5.527
H 0.806 1.912 3.712
S -2.596 3.399 0.975
C -1.882 2.793 -0.343
N -0.577 2.820 -0.776
C -0.339 2.468 -2.147
C -1.336 3.272 -2.930
N -2.692 2.831 -2.584
C -3.762 2.833 -3.523
C -3.529 2.096 -4.764
C -2.864 0.852 -4.685
C -2.756 0.082 -5.858
C -3.262 0.544 -7.088
C -3.886 1.838 -7.112
C -3.970 2.608 -5.961
C -2.808 2.220 -1.399
S -3.788 0.967 -0.997
C 0.504 3.216 0.133
C 1.236 4.439 -0.311
C 0.687 5.761 -0.309
C 1.492 6.877 -0.570
C 2.799 6.758 -0.864
C 3.404 5.479 -0.911
C 2.602 4.372 -0.588
H -0.483 1.416 -2.451
H 0.653 2.781 -2.492
H -1.149 3.186 -3.999
H -1.171 4.337 -2.697
H -4.076 3.853 -3.736
H -4.618 2.464 -2.892
H -2.330 0.500 -3.787
H -2.362 -0.912 -5.719
H -3.286 -0.098 -8.039
H -4.248 2.251 -8.046
H -4.492 3.518 -5.931
H 1.237 2.384 0.312
H 0.001 3.385 1.087
H -0.402 5.853 -0.049
H 1.058 7.928 -0.522
H 3.289 7.649 -1.175
H 4.472 5.286 -1.148
H 3.026 3.394 -0.440
C 5.476 -2.934 6.271
C 4.532 -3.219 5.179
C 4.238 -4.555 4.842
C 3.406 -4.789 3.775
C 2.968 -3.766 3.013
C 3.296 -2.442 3.291
C 4.113 -2.170 4.419
S 1.818 -4.026 1.679
O 0.605 -3.235 2.073
O 2.429 -3.221 0.548
N 1.701 -5.501 1.441
C 0.415 -6.124 0.918
C -0.300 -5.619 -0.339
O -0.072 -4.401 -0.648
O -1.056 -6.342 -0.971
H 5.205 -1.962 6.801
H 6.383 -2.624 5.715
H 5.731 -3.708 6.953
H 4.525 -5.364 5.435
H 3.098 -5.844 3.543
H 3.114 -1.666 2.513
H 4.354 -1.149 4.601
H -0.329 -6.081 1.715
H 0.686 -7.180 0.820
S -1.257 -1.752 -2.397
C -2.695 -2.663 -2.212
N -2.781 -3.943 -1.873
C -4.155 -4.303 -1.528
C -4.921 -3.027 -1.864
N -3.885 -2.126 -2.301
H -1.972 -4.550 -1.737
H -4.157 -4.528 -0.399
H -4.392 -5.195 -2.084
H -5.469 -2.611 -1.024
H -5.665 -3.293 -2.692
H -4.011 -1.126 -2.183
*
```

Results
**E_tot**: -149165.8911 eV
**Relative energy (zero: lowest compared OMol25 entry of this formula, charge and spin)**: 48.8 kcal per mole

(2)
Computed, not measured: a molecular structure, C47H47MnN6OP2S4, with the ωB97M-V functional and the def2-TZVPD basis.

```
! wB97M-V def2-TZVPD RIJCOSX def2/J DEFGRID3
* xyz 1 4
Mn 0.332 0.517 0.130
S 1.735 -1.069 -0.682
C 3.092 -1.012 0.457
C 4.113 -1.957 0.360
C 5.208 -1.909 1.206
C 5.297 -0.909 2.166
C 4.283 0.028 2.277
C 3.176 -0.019 1.434
S 1.894 1.198 1.613
H 4.039 -2.731 -0.395
H 5.992 -2.649 1.110
H 6.152 -0.857 2.826
H 4.347 0.817 3.016
C -5.165 -2.447 5.461
S -5.696 -2.834 3.784
C -5.833 -1.150 3.136
C -4.510 -0.554 2.668
C -3.962 -1.297 1.462
N -2.686 -0.719 0.977
P -2.559 0.604 0.044
C -4.148 1.097 -0.565
C -4.803 0.315 -1.521
C -6.047 0.703 -1.981
C -6.637 1.863 -1.490
C -5.987 2.640 -0.543
C -4.736 2.263 -0.079
C -1.669 1.891 0.878
C -1.581 1.864 2.281
C -0.913 2.872 2.946
C -0.329 3.912 2.230
C -0.429 3.959 0.848
C -1.105 2.960 0.167
P -1.087 -1.365 1.301
C -1.034 -1.752 3.060
C -1.691 -2.858 3.604
C -1.585 -3.124 4.958
C -0.820 -2.295 5.772
C -0.152 -1.206 5.233
C -0.251 -0.934 3.876
C -1.147 -2.969 0.476
C -2.080 -3.278 -0.508
C -1.995 -4.478 -1.200
C -0.971 -5.368 -0.918
C -0.029 -5.058 0.055
C -0.111 -3.862 0.747
H -5.012 -3.393 5.977
H -5.935 -1.886 5.988
H -4.226 -1.895 5.473
H -6.279 -0.524 3.910
H -6.548 -1.183 2.311
H -3.776 -0.579 3.479
H -4.665 0.498 2.401
H -4.696 -1.298 0.653
H -3.761 -2.340 1.705
H -4.349 -0.593 -1.903
H -6.559 0.105 -2.722
H -7.609 2.164 -1.857
H -6.449 3.544 -0.170
H -4.220 2.875 0.651
H -2.012 1.043 2.840
H -0.824 2.835 4.023
H 0.216 4.685 2.754
H 0.033 4.761 0.289
H -1.193 3.017 -0.910
H -2.266 -3.524 2.972
H -2.085 -3.986 5.379
H -0.732 -2.513 6.828
H 0.467 -0.581 5.862
H 0.306 -0.111 3.438
H -2.887 -2.591 -0.737
H -2.729 -4.717 -1.958
H -0.903 -6.304 -1.456
H 0.777 -5.747 0.269
H 0.643 -3.619 1.487
N -1.552 0.232 -1.239
C -1.546 0.078 -2.448
N -1.513 -0.208 -3.611
C -1.111 0.298 -4.765
N -0.782 0.682 -5.797
C 3.461 4.199 -5.596
C 2.194 3.390 -5.357
C 2.478 1.978 -4.865
N 3.165 1.961 -3.574
C 2.576 1.972 -2.392
S 0.880 2.112 -2.249
N 3.320 1.936 -1.257
C 4.704 1.782 -1.018
O 5.144 2.183 0.028
C 5.553 1.078 -2.021
C 5.115 -0.101 -2.624
C 5.958 -0.777 -3.490
C 7.222 -0.272 -3.766
C 7.655 0.902 -3.166
C 6.826 1.572 -2.279
H 3.228 5.191 -5.983
H 4.114 3.707 -6.319
H 4.027 4.339 -4.673
H 1.615 3.307 -6.280
H 1.551 3.888 -4.629
H 3.132 1.452 -5.563
H 1.558 1.406 -4.768
H 4.171 1.902 -3.595
H 2.792 2.040 -0.390
H 4.120 -0.474 -2.411
H 5.631 -1.701 -3.948
H 7.875 -0.799 -4.449
H 8.642 1.289 -3.380
H 7.160 2.472 -1.779
*
```

Results
**E_tot**: -153725.3789 eV
**Relative energy (zero: lowest compared OMol25 entry of this formula, charge and spin)**: 0.0 kcal per mole

(3)
Computed, not measured: a molecular structure, C47H47N5O5S2SiW at a distorted geometry, with the ωB97M-V functional and the def2-TZVPD basis.

```
! wB97M-V def2-TZVPD RIJCOSX def2/J DEFGRID3
* xyz 0 3
W -0.095 0.514 0.944
O 1.408 4.101 1.386
S 1.601 2.984 0.496
O 2.139 1.790 1.154
N 0.165 2.422 -0.054
C -0.865 3.380 0.072
C -0.982 4.547 -0.646
C -2.017 5.447 -0.351
C -2.895 5.201 0.669
C -2.773 4.032 1.448
C -3.585 3.749 2.560
C -3.336 2.595 3.255
C -2.326 1.728 2.853
N -1.523 1.944 1.813
C -1.754 3.110 1.125
C 2.568 3.565 -0.872
C 3.739 4.155 -0.650
C 4.572 4.610 -1.757
C 4.179 4.520 -3.030
C 2.872 3.920 -3.431
C 2.069 3.291 -2.255
H -0.269 4.788 -1.420
H -2.102 6.358 -0.929
H -3.682 5.906 0.902
H -4.363 4.439 2.861
H -3.911 2.334 4.132
H -2.154 0.817 3.406
H 4.090 4.291 0.366
H 5.523 5.064 -1.516
H 4.800 4.912 -3.828
H 2.300 4.634 -4.028
H 1.004 3.504 -2.320
C -2.037 -0.462 0.461
Si -1.637 -2.234 -0.046
C -0.167 -2.734 1.072
N 1.013 -1.843 0.922
C 1.868 -1.892 2.150
C 2.741 -3.143 2.206
C 3.809 -3.099 1.107
C 3.321 -2.220 -0.047
C 1.815 -2.369 -0.231
C -3.078 -3.395 0.375
C -2.963 -4.554 1.143
C -4.064 -5.359 1.400
C -5.309 -5.020 0.891
C -5.442 -3.882 0.107
C -4.337 -3.086 -0.145
C -1.347 -2.620 -1.873
C -1.927 -1.824 -2.862
C -1.813 -2.150 -4.205
C -1.115 -3.286 -4.588
C -0.529 -4.089 -3.619
C -0.651 -3.758 -2.278
H -2.865 -0.405 1.165
H -2.381 0.080 -0.428
H 0.123 -3.783 0.927
H -0.515 -2.655 2.097
H 1.226 -1.868 3.024
H 2.499 -1.000 2.157
H 2.101 -4.022 2.091
H 3.194 -3.211 3.196
H 4.020 -4.110 0.751
H 4.743 -2.696 1.503
H 3.807 -2.503 -0.979
H 3.577 -1.180 0.131
H 1.610 -3.440 -0.330
H 1.482 -1.900 -1.151
H -1.996 -4.836 1.547
H -3.952 -6.252 2.003
H -6.171 -5.640 1.102
H -6.409 -3.619 -0.304
H -4.446 -2.200 -0.765
H -2.471 -0.931 -2.572
H -2.272 -1.519 -4.958
H -1.031 -3.548 -5.635
H 0.019 -4.976 -3.910
H -0.198 -4.406 -1.534
C -2.250 -1.968 3.233
C -1.058 -1.180 3.724
C -0.659 -1.266 5.031
C 0.326 -0.281 5.240
C 0.494 0.375 4.050
C 1.338 1.603 3.925
N -0.322 -0.192 3.058
H -2.035 -3.035 3.147
H -2.645 -1.634 2.284
H -3.045 -1.876 3.975
H -1.072 -1.943 5.764
H 0.828 -0.045 6.166
H 1.469 2.010 4.929
H 0.868 2.377 3.324
H 2.331 1.411 3.526
O 4.319 1.275 -1.039
S 3.272 0.718 -1.842
O 3.641 -0.373 -2.707
N 1.948 0.346 -0.925
C 0.878 0.446 -1.684
O -0.229 0.049 -1.168
C 1.075 1.087 -2.966
C 0.318 1.120 -4.069
C 0.812 1.804 -5.250
C 2.017 2.390 -5.309
C 2.932 2.511 -4.128
C 2.329 1.880 -2.867
H -0.621 0.582 -4.103
H 0.189 1.793 -6.136
H 2.361 2.823 -6.241
H 3.947 2.183 -4.368
*
```

Results
**E_tot**: -98561.1893 eV
**Relative energy (zero: lowest compared OMol25 entry of this formula, charge and spin)**: 86.7 kcal per mole

(4)
Computed, not measured: a molecular structure, C47H48ClF7N4O9PtS at a distorted geometry, with the ωB97M-V functional and the def2-TZVPD basis.

```
! wB97M-V def2-TZVPD RIJCOSX def2/J DEFGRID3
* xyz 0 3
Pt 3.564 1.230 1.213
Cl 1.363 4.205 1.150
O 0.226 4.468 1.958
O 2.416 5.148 1.400
O 1.861 2.866 1.499
O 1.013 4.199 -0.250
C -0.766 0.450 0.754
F -1.831 -0.327 0.604
F -1.006 1.633 0.235
F -0.477 0.553 2.044
S 0.660 -0.394 -0.113
O 0.377 -0.222 -1.520
O 1.889 0.280 0.308
O 0.617 -1.760 0.349
N 3.940 1.927 -0.855
C 5.202 1.930 -1.313
C 5.553 2.368 -2.579
C 4.572 2.951 -3.362
C 3.272 2.959 -2.885
C 2.983 2.453 -1.640
H 5.974 1.569 -0.645
H 6.593 2.263 -2.854
H 4.759 3.423 -4.318
H 2.474 3.386 -3.475
H 1.996 2.403 -1.203
N 4.952 -0.542 1.021
C 5.712 -1.071 1.986
C 6.371 -2.293 1.901
C 6.221 -2.988 0.720
C 5.384 -2.497 -0.269
C 4.764 -1.276 -0.088
H 5.769 -0.513 2.914
H 6.890 -2.597 2.797
H 6.724 -3.929 0.528
H 5.316 -3.032 -1.206
H 4.177 -0.830 -0.880
N -4.629 5.624 -1.001
C -4.289 4.999 -2.130
C -3.117 4.271 -2.306
C -2.242 4.180 -1.238
C -2.544 4.870 -0.084
C -3.781 5.508 0.026
H -5.015 5.124 -2.928
H -3.041 3.815 -3.284
H -1.345 3.580 -1.324
H -1.886 4.902 0.777
H -4.063 6.034 0.929
N 2.810 0.426 3.126
C 2.471 1.196 4.170
C 1.872 0.672 5.297
C 1.628 -0.689 5.368
C 1.977 -1.496 4.284
C 2.606 -0.899 3.217
H 2.629 2.254 4.004
H 1.618 1.326 6.119
H 1.175 -1.105 6.257
H 1.802 -2.561 4.320
H 2.899 -1.485 2.354
C -0.593 1.333 -4.247
O 0.708 0.806 -4.015
H -0.895 1.940 -3.389
H -0.585 1.973 -5.128
H -1.314 0.529 -4.413
H 0.689 0.457 -3.105
C 1.594 -4.983 0.615
O 2.292 -3.792 0.990
H 0.583 -4.979 1.019
H 1.761 -5.168 -0.446
H 2.073 -5.795 1.175
H 1.678 -3.046 0.877
F -5.684 -4.013 1.396
C -4.358 -3.857 1.562
C -3.846 -3.970 2.844
C -2.488 -3.740 3.048
C -1.686 -3.590 1.928
C -2.181 -3.626 0.638
C -3.541 -3.759 0.434
H -4.544 -4.102 3.662
H -2.129 -3.850 4.062
H -0.642 -3.389 2.143
H -1.468 -3.618 -0.177
H -4.042 -3.792 -0.524
F 3.298 -4.352 -2.979
C 3.720 -3.203 -3.554
C 4.732 -3.265 -4.480
C 5.166 -2.072 -5.067
C 4.559 -0.866 -4.737
C 3.548 -0.860 -3.769
C 3.142 -2.019 -3.141
H 5.199 -4.217 -4.689
H 6.000 -2.097 -5.755
H 4.763 0.085 -5.208
H 3.080 0.092 -3.548
H 2.369 -2.025 -2.382
F -7.183 -1.521 -3.443
C -6.459 -0.629 -2.743
C -5.395 -1.092 -1.996
C -4.636 -0.200 -1.257
C -4.944 1.156 -1.286
C -6.018 1.598 -2.041
C -6.763 0.720 -2.822
H -5.171 -2.151 -2.026
H -3.773 -0.559 -0.713
H -4.336 1.822 -0.686
H -6.228 2.656 -2.132
H -7.560 1.084 -3.455
F -6.307 2.600 5.019
C -5.605 1.662 4.369
C -6.134 0.399 4.211
C -5.467 -0.556 3.454
C -4.267 -0.230 2.842
C -3.739 1.052 2.972
C -4.394 1.978 3.784
H -7.090 0.161 4.664
H -5.881 -1.542 3.294
H -3.810 -0.930 2.152
H -2.877 1.449 2.456
H -3.962 2.968 3.866
*
```

Results
**E_tot**: -119522.9083 eV